Formula: C42H40AsCl6InN3O3PSSe3Te
Source: the Open Molecules 2025 dataset
Level of theory: the ωB97M-V functional and the def2-TZVPD basis

Each line ends with the Mulliken charge.
Element x y z (Å)
Te 0.78 1.75 -5.58  -0.043
In -0.45 -0.86 -3.09  0.884
Se -1.25 1.47 -4.19  -0.558
Se 0.55 -2.14 -5.30  -0.391
Se 0.67 -0.43 -6.85  -0.331
As -0.64 -1.70 0.64  1.943
Cl 2.75 -4.41 -1.53  -0.258
Cl 6.24 -1.41 -4.34  -0.274
Cl 4.05 0.84 -4.59  -0.181
Cl 5.54 -4.06 -2.87  -0.277
Cl -4.48 -4.77 -2.39  -0.236
Cl -2.84 0.28 -1.54  0.309
S -2.14 -2.74 -2.34  -0.111
P 0.41 2.34 -0.15  -1.642
O -0.42 1.13 -0.12  -0.288
O 1.59 0.21 -3.14  -0.316
O 1.00 -2.03 -1.81  -0.358
N -0.04 3.38 -1.38  0.879
N 0.14 3.22 1.29  0.597
N 2.08 2.07 -0.21  0.609
C 4.38 -2.78 -2.94  0.269
C 1.00 -1.13 4.41  -0.191
C -3.96 -0.34 2.95  -0.743
C -0.40 5.60 -2.16  -0.779
C -0.01 -4.52 0.78  -0.022
C -3.75 -2.19 -2.10  0.341
C 1.19 4.11 1.75  -0.507
C -1.47 3.69 -1.32  -0.370
C 4.69 -1.62 -3.61  0.511
C -3.36 -0.18 4.19  -1.080
C -1.26 -0.89 3.27  -0.126
C 0.79 2.38 3.39  0.119
C -4.10 -0.86 -1.81  -0.342
C 2.01 -2.03 1.98  -0.697
C -3.21 -0.78 1.86  -0.418
C 3.13 -2.93 -2.34  0.714
C -1.51 -6.33 1.28  -0.532
C 2.95 2.41 -1.33  0.261
C 3.73 -0.61 -3.69  0.761
C 2.32 -1.52 4.31  -1.083
C -5.42 -0.46 -1.69  -0.570
C -1.04 -3.60 0.93  0.792
C -0.39 2.50 2.43  -0.190
C 2.83 -1.97 3.10  -0.746
C 0.68 4.56 -1.82  -0.585
C 3.84 0.44 -0.27  -0.365
C -0.24 -5.87 0.95  -0.811
C -2.55 -5.42 1.42  -0.748
C -4.82 -3.10 -2.16  -0.041
C 1.51 3.72 3.20  -0.933
C -2.01 -0.44 4.35  -0.319
C -6.45 -1.39 -1.82  -0.463
C -6.14 -2.72 -2.03  -0.673
C -1.55 5.20 -1.23  -0.706
C -1.87 -1.07 2.02  0.177
C 0.68 -1.67 2.07  0.165
C 2.17 -1.93 -2.36  -0.842
C 2.39 0.69 0.17  1.629
C 4.27 1.74 -0.97  -0.985
C 2.48 -0.72 -3.08  -0.574
C 0.16 -1.22 3.30  0.365
C -2.31 -4.06 1.24  -0.181
H 4.49 0.20 0.57  0.558
H 1.43 1.55 3.08  -0.393
H -0.71 5.45 -3.19  0.344
H -5.65 0.57 -1.50  0.417
H 4.88 1.56 -1.85  0.425
H 2.26 0.58 1.25  -0.312
H 0.97 -4.17 0.50  -0.113
H -2.50 5.60 -1.58  0.404
H 3.86 -0.39 -0.97  -0.222
H 0.84 5.16 1.69  0.397
H 4.83 2.38 -0.28  0.301
H -0.79 1.54 2.11  -0.254
H 0.61 -0.77 5.35  0.353
H -1.36 5.54 -0.21  0.215
H 3.86 -2.27 3.03  0.443
H -3.54 -5.76 1.66  0.391
H -3.13 -3.36 1.34  0.297
H -1.93 3.17 -0.48  0.170
H 3.06 3.49 -1.41  0.465
H -3.95 0.15 5.03  0.349
H 2.56 2.02 -2.27  -0.497
H 1.71 -0.02 -0.32  -1.308
H 0.57 -6.58 0.83  0.419
H -1.69 -7.38 1.42  0.344
H 1.28 4.32 -2.71  0.170
H -7.48 -1.07 -1.74  0.339
H 2.96 -1.46 5.18  0.354
H -6.92 -3.47 -2.09  0.420
H 2.42 -2.36 1.03  0.187
H -3.68 -0.90 0.89  0.291
H 2.58 3.63 3.37  0.366
H -5.01 -0.14 2.82  0.446
H 0.47 2.21 4.42  0.572
H -1.95 3.34 -2.25  0.266
H -1.55 -0.31 5.32  0.363
H 1.34 4.94 -1.03  0.330
H -1.19 3.09 2.89  0.308
H 1.11 4.46 3.89  0.303
H -0.04 6.62 -2.02  0.377
H 2.07 4.01 1.10  0.276

Summary:
HOMO energy	-1.7	eV
charge	-2
max |F|	1.5	eV Å⁻¹
DFT total energy	-419428.3221	eV
energy above the lowest of the compared OMol25 structures with the same formula, charge and spin	5.5	kcal per mole